1.
DFT (wB97M-V/def2-TZVPD) results for 2 unconnected molecules or ions with the total composition C3H6I2N2O.

Structure (XYZ):
```
14
Properties=species:S:1:pos:R:3:forces:R:3:mulliken_charge:R:1
C 1.09551 -0.05956 -0.42313 -0.0524 -0.2688 0.1603 0.408
C 2.00971 -0.61101 0.61425 0.0734 -0.1108 0.0359 -1.185
C -0.37430 -0.10856 -0.09068 -0.5757 0.1731 -0.3136 0.818
N 1.53923 0.37699 -1.51455 0.5380 0.0967 -0.5187 -0.635
N -0.96179 1.08323 0.16233 -0.2295 0.7346 0.1851 -0.447
O -1.05220 -1.12089 -0.11322 0.4436 -0.3303 0.0269 -0.571
I -4.62316 -0.70590 0.15773 -0.6381 0.2528 0.0692 -0.128
I -0.05660 2.87790 0.40860 -0.0996 -0.1623 0.0090 0.175
H 1.77349 -1.66333 0.77002 0.0082 -0.0594 0.0898 0.299
H 3.03844 -0.50559 0.28429 0.0416 -0.0086 -0.0155 0.363
H 1.87105 -0.09122 1.56140 -0.0218 0.0154 0.1141 0.284
H 0.84996 0.72192 -2.17937 -0.2971 -0.0363 0.2277 0.265
H -1.95903 1.07244 0.35354 0.1615 -0.0846 -0.0084 0.205
H -3.15029 -1.26640 0.00879 0.6479 -0.2115 -0.0620 0.147
```
Forces are in eV/Å.

Values from the calculation:
SMILES string   [H]/N=C(/C)C(=O)NI.I
Orbital gap   9.0 eV
ΔE to the lowest compared entry with this formula, charge and spin   0.000 eV
HOMO level   -9.7491 eV
2S+1   1
Charge   0
Energy   -898.023805 Ha



2.
DFT (wB97M-V/def2-TZVPD) results for C2H10N6 in the gas phase.

Structure (XYZ):
```
18
Properties=species:S:1:pos:R:3:forces:R:3:mulliken_charge:R:1
C 1.61236 1.45097 -0.76531 0.0572 -0.3256 -0.2297 -0.833
N 0.42547 1.01312 -0.06655 -0.2385 -0.7924 0.3642 -0.032
N 0.57618 0.62176 1.27971 -0.7641 0.2185 0.0883 -0.894
H 1.30588 -0.09283 1.44156 0.3104 0.2566 -0.6373 0.119
H 1.93072 2.38201 -0.29916 -0.0323 -0.0852 0.0343 0.286
H 1.37477 1.63670 -1.81494 0.0356 0.0130 0.0021 0.308
H 2.44394 0.73011 -0.69816 -0.0320 0.0508 0.0007 0.303
C -1.22248 -0.39598 0.22962 -0.4668 -0.4406 0.0603 0.506
N 0.59560 -1.35096 -0.85419 -0.3567 0.2778 0.1534 -0.661
N -1.49395 -1.63583 0.64839 0.1488 0.6795 -0.3727 -0.285
N -2.15036 0.58663 0.40098 0.5433 -0.2652 0.0668 -0.465
N -0.24474 -0.19649 -0.77050 0.6491 0.3736 0.5616 0.146
H 1.29130 -1.30494 -0.10204 -0.0375 0.0658 -0.1122 0.182
H 1.05187 -1.31767 -1.75586 0.0055 0.0358 0.0771 0.281
H -2.26601 -1.81792 1.26454 0.0642 -0.0210 -0.0719 0.195
H -0.86288 -2.36360 0.34773 -0.0273 0.0498 0.0835 0.277
H -1.73686 1.49550 0.22576 0.1207 -0.0223 -0.0348 0.323
H -2.63082 0.55942 1.28843 0.0206 -0.0689 -0.0336 0.243
```
Forces are in eV/Å.

Values from the calculation:
Orbital gap   7.7 eV
ΔE to the lowest compared entry with this formula, charge and spin   5.041 eV
HOMO level   -6.8600 eV
2S+1   1
Charge   0
Energy   -410.579706 Ha



3.
DFT (wB97M-V/def2-TZVPD) results for a molecular structure, C4H7I2N in a non-equilibrium geometry.

Structure (XYZ):
```
14
Properties=species:S:1:pos:R:3:forces:R:3:mulliken_charge:R:1
C -1.02765 -2.19200 1.14082 4.2071 3.0421 -1.1234 -0.285
C 0.98829 0.97422 -1.46928 -0.1638 -0.0320 0.0109 -1.235
C -0.18135 0.92949 -0.50085 0.2253 -0.0582 0.2599 -0.189
C 0.23622 0.30146 0.85306 -1.1240 1.1456 -0.2459 -0.481
N 0.64646 -1.00803 0.76935 -3.4207 -4.4753 1.0254 -0.351
I -0.67105 -4.19243 1.07876 -0.1468 0.2838 0.0617 0.209
I -2.79074 -1.31237 1.65452 0.1278 -0.2040 0.0207 0.208
H 1.37234 -0.03105 -1.63214 0.0437 -0.0381 -0.0647 0.351
H 0.67760 1.39404 -2.42376 0.0896 0.0238 -0.1060 0.335
H 1.79701 1.58217 -1.06523 0.0750 0.0780 -0.0245 0.315
H -0.99001 0.32396 -0.91592 -0.0580 0.0159 0.0445 0.235
H -0.56502 1.93385 -0.31106 -0.0663 0.0545 -0.0330 0.297
H 1.10080 0.85375 1.25279 0.0501 0.0148 0.0711 0.404
H -0.59290 0.44295 1.56894 0.1610 0.1490 0.1033 0.185
```
Forces are in eV/Å.

Values from the calculation:
Orbital gap (spin up / spin down)   6.2 / 6.2 eV
ΔE to the lowest compared entry with this formula, charge and spin   5.169 eV
HOMO level (spin up / spin down)   -7.7905 / -7.7979 eV
2S+1   1
Charge   0
Energy   -806.516494 Ha



4.
DFT (wB97M-V/def2-TZVPD) results for a molecular structure, C14H8Cl2F6N7O5PbSb in a non-equilibrium geometry.

Structure (XYZ):
```
44
Properties=species:S:1:pos:R:3:forces:R:3:mulliken_charge:R:1
Pb 1.64197 -0.67367 -1.25549 0.0885 -0.0617 -0.2268 1.431
N -5.71624 6.74670 1.94032 -0.0065 0.0049 -0.0022 -0.493
C -5.13116 5.81031 1.62292 0.1921 -0.2870 -0.1274 0.059
C -4.39462 4.62650 1.23340 -0.1414 0.2750 0.1043 0.379
C -5.04545 3.40313 1.13350 -0.0671 -0.0507 -0.0040 -1.091
C -4.33858 2.26441 0.79371 -0.1184 0.0215 0.0344 -0.436
C -2.97336 2.33816 0.55274 0.1638 -0.2772 -0.0716 1.981
C -2.32238 3.56423 0.63037 0.0258 0.0720 -0.0057 -0.511
C -3.03016 4.70142 0.97039 0.0309 0.0330 -0.0034 -1.131
N -2.25075 1.15428 0.23566 -0.1870 0.1825 0.0361 0.366
C -2.77326 -0.12792 0.10065 -0.0271 0.2045 0.0190 -0.009
C -1.72919 -0.93542 -0.18215 0.2942 -0.1359 0.0173 -1.267
N -0.57034 -0.18854 -0.21333 -0.0455 0.1026 0.0928 0.101
C -0.91274 1.04889 0.02771 -0.0709 -0.1542 0.0760 -0.339
H -6.10847 3.34254 1.32431 0.0224 -0.0046 0.0064 0.431
H -4.86251 1.32275 0.72312 0.0109 0.0454 0.0192 0.301
H -1.26582 3.64885 0.42401 -0.0133 -0.0053 0.0051 0.311
H -2.52312 5.65468 1.03191 0.0043 -0.0201 0.0067 0.437
H -3.81795 -0.34907 0.20620 0.0248 0.0072 -0.0113 0.327
H -1.71277 -1.99761 -0.36227 0.0091 0.0582 -0.0238 0.443
H -0.22501 1.87676 0.06553 -0.0497 -0.0177 -0.0195 0.213
O 0.79400 -0.35130 -4.79576 0.0592 -0.2365 -0.1783 -0.553
N 0.58032 0.60193 -4.07225 0.1997 -0.1162 0.2211 0.844
O 0.63276 1.76392 -4.42678 -0.1219 0.2907 -0.0958 -0.583
O 0.28267 0.36546 -2.81683 -0.2289 0.1103 0.0770 -0.547
F 3.86281 -2.05475 -1.31392 -0.0839 0.0243 -0.0894 -0.600
Sb 5.52433 -3.04877 -1.39914 0.0013 0.0513 -0.0200 2.421
F 5.25198 -3.41955 0.43263 -0.0024 -0.1319 0.2454 -0.607
F 6.40389 -1.46535 -0.89261 0.1182 0.2352 0.0499 -0.565
F 7.13652 -4.00227 -1.42640 0.2106 -0.1175 0.0115 -0.548
F 5.67851 -2.56889 -3.20478 0.0014 0.0528 -0.2057 -0.560
F 4.53333 -4.57285 -1.84373 -0.1477 -0.1857 -0.0808 -0.566
Cl 3.04860 -1.95047 1.46107 0.1445 -0.0020 0.0506 0.168
C 2.45617 -1.14497 2.82836 -0.1686 -1.1294 0.1830 -0.199
Cl 0.80707 -1.48231 3.24473 0.0044 0.0770 -0.0262 -0.074
C 2.42708 0.65209 2.51894 0.1787 1.4718 0.3774 0.547
O 2.70914 1.10130 3.60215 -0.1050 -0.3586 -0.4589 -0.463
O 2.13013 0.89084 1.38738 -0.1088 -0.2088 -0.0183 -0.385
H 3.11698 -1.25359 3.67530 -0.0091 0.1596 0.0935 0.408
N 0.73448 -2.74622 -1.11356 -0.1707 -0.0119 -0.1523 -0.594
C 0.49402 -3.87872 -0.89835 0.5751 0.1368 -0.0624 0.626
N 0.11496 -5.02031 -0.58261 -0.6320 -0.5334 0.3163 -0.622
C 0.53259 -6.26256 -0.66727 0.1582 0.5465 -0.1939 0.474
N 0.80959 -7.38407 -0.69979 -0.0120 -0.1166 0.0346 -0.527
```
Forces are in eV/Å.

Values from the calculation:
Orbital gap (spin up / spin down)   7.7 / 4.8 eV
Expectation value of S²   0.7557
ΔE to the lowest compared entry with this formula, charge and spin   1.096 eV
HOMO level (spin up / spin down)   -6.7744 / -6.7737 eV
2S+1   2
Charge   -1
Energy   -3250.573055 Ha



5.
DFT (wB97M-V/def2-TZVPD) results for 5 unconnected molecules or ions with the total composition C34H41N4O2S in a non-equilibrium geometry.

Structure (XYZ):
```
82
Properties=species:S:1:pos:R:3:forces:R:3:mulliken_charge:R:1
C 2.47973 -4.54927 -0.91840 0.5614 -0.2830 0.2562 -0.845
C 1.15774 -4.54033 -1.89950 0.0685 -1.9249 1.0576 -0.528
S 0.80313 -2.82491 -2.65045 0.0376 -0.8427 0.2058 0.240
C -0.92410 -2.98520 -3.35685 -1.9356 -0.2461 -0.9573 -0.553
C -2.05542 -2.02656 -2.65743 -1.1354 -0.0670 -1.0258 -0.377
C -3.57304 -2.70335 -2.84759 1.3869 -1.0000 0.1831 -0.631
O -4.53109 -1.59932 -2.68285 -1.2268 -2.1527 2.8576 -0.313
C -5.53551 -1.87607 -1.64450 -3.5938 -3.7573 1.9664 0.579
C -6.03196 -0.61895 -0.65945 0.0456 0.5740 -1.1161 -0.813
O -6.14652 -3.04784 -1.42489 4.6126 6.6708 -2.1439 -0.559
C 0.91022 -1.58475 -1.25114 1.1348 1.4282 2.2191 -0.656
C 2.20963 -0.55228 -1.45853 1.9219 1.3288 -1.0306 0.470
C 2.48700 -0.06296 -3.01208 3.0730 2.0525 3.6035 -0.245
C 3.72198 0.99144 -3.25766 -1.5337 -1.6761 3.8381 -0.585
C 4.60113 1.50883 -1.96119 -2.4325 -2.2048 0.5102 -0.099
C 4.33858 1.00021 -0.41412 -2.9278 -1.6032 -3.5353 -0.227
C 3.08392 -0.07034 -0.14313 1.0944 1.5963 -4.3487 -0.610
H 2.96665 -3.49205 -0.77826 -0.9509 -2.0183 -0.3777 0.250
H 2.22890 -4.97638 0.15334 0.2682 0.9862 -2.2955 0.267
H 3.29594 -5.27502 -1.37109 -1.7403 1.6693 0.8400 0.304
H 1.37142 -5.31701 -2.77457 -0.6626 2.1646 1.5216 0.393
H 0.21106 -4.95947 -1.30812 1.9218 1.2893 -1.3631 0.367
H -0.84052 -2.69716 -4.51153 0.0532 -0.5323 2.6534 0.377
H -1.26090 -4.12786 -3.35812 1.0058 2.3815 0.3758 0.470
H -1.93160 -1.86718 -1.50478 -0.0018 -0.1900 -2.3553 0.318
H -2.08794 -1.02481 -3.28478 0.2267 -1.8676 1.7319 0.274
H -3.70261 -3.22734 -3.89851 0.2251 1.2614 2.0983 0.308
H -3.64898 -3.53742 -2.00168 -0.3085 1.8594 -1.8647 0.320
H -6.50161 0.22525 -1.35810 1.1962 -1.7875 1.5325 0.355
H -6.87667 -0.94283 0.09400 1.9121 0.2230 -1.8008 0.292
H -5.14846 -0.15254 -0.04137 -1.6224 -1.0296 -1.4077 0.280
H 1.08718 -2.21882 -0.25570 -0.5831 1.4238 -2.1951 0.353
H -0.02090 -0.88717 -1.12493 1.4922 -1.8039 -0.5526 0.459
H 1.83656 -0.40732 -3.92303 1.3641 0.6470 2.0830 0.200
H 3.90097 1.35331 -4.37206 -0.1925 -0.7090 2.8135 0.284
H 5.46051 2.28028 -2.15929 -1.7813 -1.7301 0.5378 0.373
H 4.99909 1.38599 0.48158 -1.4761 -0.9474 -2.1540 0.319
H 2.82640 -0.45266 0.93860 0.5416 0.8120 -2.4856 0.230
N 7.90443 1.85923 -0.51049 0.6449 -0.0605 0.6727 -0.222
C 8.74771 0.80594 -0.44120 -0.6002 0.6189 -0.1282 -0.249
C 9.80636 0.72364 0.44910 -0.0030 0.2127 0.1263 -0.477
C 10.01787 1.78704 1.32027 0.0014 0.0270 0.0238 -0.167
C 9.16742 2.88681 1.27172 0.1720 -0.2691 -0.0043 -0.727
C 8.13379 2.87565 0.34901 -0.2657 -0.5157 -0.5594 0.219
H 8.54336 0.00304 -1.14353 0.0467 0.0289 0.0607 0.369
H 10.45058 -0.14817 0.46259 -0.0683 0.0808 -0.0254 0.360
H 10.83839 1.75904 2.03134 -0.0957 0.0030 -0.0896 0.376
H 9.30586 3.73168 1.93676 -0.0342 -0.0682 -0.0818 0.372
H 7.44091 3.70915 0.27481 0.1651 -0.0007 -0.0179 0.200
N 5.49442 5.34831 -0.74340 -0.7301 0.2870 0.6336 -0.390
C 5.07784 6.62929 -0.84790 0.3807 -0.8323 -0.0529 -0.220
C 4.07829 7.18104 -0.06265 -0.1174 -0.2013 0.1866 -0.426
C 3.46387 6.37059 0.88612 -0.0087 0.0102 -0.0012 -0.233
C 3.86971 5.04641 1.01628 -0.0398 0.2305 -0.0622 -0.872
C 4.88053 4.58636 0.18773 0.4005 0.5360 -0.6425 0.547
H 5.58546 7.22030 -1.60466 -0.0565 -0.0175 0.0761 0.372
H 3.78567 8.21733 -0.18808 0.0470 -0.1033 -0.0041 0.370
H 2.67551 6.76749 1.51906 0.0988 -0.0441 -0.0737 0.374
H 3.41042 4.38895 1.74571 0.0491 0.0433 -0.0625 0.355
H 5.23494 3.56147 0.25338 -0.0725 0.1239 0.0147 0.041
N -7.62848 1.76727 0.95790 -0.3730 -0.0904 0.9149 -0.441
C -8.90183 1.35659 1.14569 0.8292 0.2630 -0.2123 -0.182
C -9.50244 1.25280 2.39014 0.1673 0.0620 0.1908 -0.410
C -8.75226 1.58626 3.51287 0.0153 0.0010 0.0066 -0.172
C -7.43735 2.01080 3.35195 -0.2646 -0.0884 -0.0180 -0.437
C -6.92563 2.08585 2.06649 -0.3874 -0.1947 -0.7885 -0.136
H -9.44484 1.10469 0.23941 -0.0093 0.0133 0.0829 0.355
H -10.52999 0.91962 2.48177 0.1009 0.0306 -0.0320 0.370
H -9.18858 1.51619 4.50503 0.0500 0.0088 -0.1220 0.370
H -6.82625 2.27737 4.20680 -0.0448 -0.0154 -0.0953 0.362
H -5.90570 2.41508 1.88855 -0.0676 -0.0222 0.0611 0.346
N -5.00249 -1.93112 2.53540 0.2570 -0.8803 0.3720 -0.251
C -4.57893 -2.17467 3.79502 -0.2899 0.2911 -0.8033 -0.286
C -4.32977 -3.44380 4.29238 -0.0398 -0.1760 -0.1709 -0.379
C -4.53017 -4.53200 3.44967 0.0127 -0.0302 -0.0178 -0.285
C -4.96784 -4.31348 2.14744 0.1402 -0.0373 0.2958 -0.726
C -5.18643 -3.00726 1.74008 0.0734 0.8302 0.3110 0.232
H -4.44049 -1.29353 4.41477 -0.0017 -0.0862 -0.0025 0.359
H -3.98821 -3.58048 5.31214 -0.0475 0.0340 -0.0878 0.373
H -4.34663 -5.54197 3.80452 -0.0337 0.1148 -0.0273 0.376
H -5.13398 -5.14028 1.46622 -0.0299 0.0970 0.0353 0.404
H -5.52491 -2.78470 0.73201 -0.0094 -0.2089 0.2431 0.146
```
Forces are in eV/Å.

Values from the calculation:
Orbital gap   8.4 eV
HOMO level   -11.0937 eV
2S+1   1
Charge   +1
Energy   -2087.128530 Ha